[1]
{"formula": "C39H38N2O5V", "method": "ωB97M-V/def2-TZVPD", "e_homo_ev": [-13.61, -13.61], "s_squared": 0.7631, "multiplicity": 2, "energy_ev": -79953.9002, "homo_lumo_gap_ev": [6.270, 6.838], "de_lowest_kcal_mol": 0.00, "total_charge": 2, "lumo_ev": [-7.338, -6.770], "elements": ["V", "C", "C", "O", "N", "C", "C", "C", "C", "C", "C", "N", "H", "H", "H", "H", "H", "H", "H", "H", "H", "H", "C", "C", "C", "O", "C", "C", "O", "C", "O", "C", "C", "C", "C", "C", "C", "C", "C", "C", "C", "C", "C", "C", "O", "C", "C", "C", "C", "C", "C", "C", "C", "C", "C", "C", "C", "H", "H", "H", "H", "H", "H", "H", "H", "H", "H", "H", "H", "H", "H", "H", "H", "H", "H", "H", "H", "H", "H", "H", "H", "H", "H", "H", "H"], "xyz": [[1.60524, 0.19422, -0.56743], [5.56457, 0.26232, -2.34576], [4.17042, -0.23535, -2.17359], [3.47558, 0.18268, -1.20258], [3.69400, -1.13822, -3.01299], [2.34824, -1.70920, -2.92877], [1.29990, -0.72771, -3.39162], [0.73282, -0.82356, -4.64519], [-0.16175, 0.15347, -5.06433], [-0.45497, 1.20439, -4.21419], [0.12355, 1.22687, -2.95908], [0.97917, 0.27833, -2.55229], [5.66285, 1.23073, -1.86426], [5.83942, 0.33662, -3.39647], [6.24771, -0.44050, -1.86353], [4.28812, -1.42937, -3.77574], [2.16016, -2.05520, -1.90920], [2.33005, -2.59459, -3.55934], [0.98985, -1.65430, -5.28777], [-0.61587, 0.09309, -6.04434], [-1.13102, 1.99631, -4.50239], [-0.08656, 2.00956, -2.24310], [-3.94305, 0.25491, 2.57652], [-3.32236, 0.88573, 1.35171], [-4.24481, 1.81255, 0.59692], [-2.86792, -0.18056, 0.48898], [-1.50869, 0.00653, 0.20450], [-1.02238, 0.82222, 1.41118], [-2.14421, 1.61601, 1.69274], [0.25500, 1.71190, 1.23402], [0.64706, 1.61243, -0.18323], [0.04149, 3.18545, 1.50913], [0.64148, 3.82264, 2.58493], [0.43407, 5.18113, 2.79789], [-0.36281, 5.90555, 1.93053], [-0.96199, 5.27186, 0.84647], [-0.76613, 3.92015, 0.64083], [1.41652, 1.11006, 2.02128], [1.25590, 0.55702, 3.29215], [2.33095, -0.02232, 3.94226], [3.58649, -0.09070, 3.33907], [3.77151, 0.47944, 2.09834], [2.69365, 1.09724, 1.45141], [-0.87257, -1.38502, 0.02918], [0.61708, -1.07801, -0.13754], [-0.98355, -2.28478, 1.23626], [0.04272, -2.44965, 2.15759], [-0.14102, -3.26588, 3.26574], [-1.34994, -3.91436, 3.46376], [-2.37616, -3.75397, 2.54210], [-2.19425, -2.94825, 1.43071], [-1.21689, -2.06669, -1.27582], [-2.13984, -1.54169, -2.17242], [-2.41318, -2.21143, -3.36048], [-1.75959, -3.39402, -3.66355], [-0.83617, -3.92496, -2.76802], [-0.57527, -3.27046, -1.57743], [-4.78534, -0.37205, 2.28601], [-4.30202, 1.02573, 3.25675], [-3.20719, -0.36493, 3.08977], [-5.17330, 1.30333, 0.34390], [-3.76243, 2.15640, -0.31880], [-4.47967, 2.68054, 1.21193], [-1.37558, 0.57645, -0.72130], [-0.84459, 0.11483, 2.22648], [1.27402, 3.27555, 3.27170], [0.90321, 5.66757, 3.64209], [-0.52119, 6.96295, 2.09338], [-1.58936, 5.83592, 0.16951], [-1.25410, 3.42827, -0.19163], [0.29486, 0.59197, 3.78795], [2.19141, -0.43432, 4.93314], [4.41174, -0.55830, 3.85792], [4.74925, 0.48973, 1.63520], [2.90440, 1.74444, 0.60036], [0.99693, -1.95703, 2.02293], [0.66766, -3.39979, 3.97221], [-1.49115, -4.55096, 4.32654], [-3.31963, -4.26261, 2.68609], [-2.99534, -2.83184, 0.71292], [-2.69207, -0.64289, -1.93285], [-3.16042, -1.81436, -4.03516], [-1.98878, -3.92082, -4.58061], [-0.35102, -4.86788, -2.98407], [0.10707, -3.70660, -0.85610]], "forces_ev_per_angstrom": [[-0.202, 0.248, 0.227], [-0.018, -0.012, -0.021], [-0.002, -0.098, -0.079], [-0.072, -0.144, 0.024], [0.038, 0.101, 0.001], [0.013, -0.089, 0.013], [-0.005, -0.045, -0.032], [0.009, 0.025, 0.021], [0.014, -0.008, 0.015], [0.012, 0.007, 0.055], [-0.038, 0.048, -0.053], [0.042, -0.011, 0.084], [0.021, 0.009, -0.013], [-0.001, -0.008, 0.000], [-0.001, 0.016, 0.027], [0.007, 0.007, 0.013], [-0.004, 0.025, -0.017], [-0.023, 0.011, 0.000], [-0.001, -0.002, -0.004], [0.002, -0.001, -0.004], [-0.005, -0.004, -0.006], [-0.013, 0.009, -0.020], [-0.006, 0.003, 0.006], [-0.046, -0.017, 0.077], [-0.019, 0.025, 0.012], [0.022, 0.083, -0.110], [-0.125, -0.179, 0.061], [-0.016, 0.016, 0.141], [-0.011, 0.020, -0.094], [0.145, 0.024, -0.360], [-0.022, -0.165, 0.084], [-0.039, 0.012, 0.058], [-0.005, 0.010, 0.008], [0.010, -0.018, 0.009], [-0.016, 0.015, -0.022], [0.010, 0.018, 0.026], [0.017, -0.037, 0.003], [-0.073, -0.060, 0.190], [-0.024, 0.030, -0.082], [0.013, 0.001, 0.008], [0.018, -0.009, 0.007], [-0.003, -0.016, -0.039], [-0.057, -0.022, -0.175], [0.747, 0.230, -0.073], [-0.093, -0.013, -0.034], [-0.233, -0.031, -0.008], [0.062, 0.000, 0.004], [-0.026, -0.022, 0.024], [0.008, 0.008, -0.006], [0.017, 0.004, 0.009], [0.008, -0.003, -0.003], [-0.083, -0.057, -0.016], [-0.005, 0.007, 0.024], [-0.004, 0.031, 0.013], [0.002, -0.024, -0.022], [-0.003, -0.004, -0.011], [0.004, 0.026, 0.032], [0.010, -0.014, -0.010], [0.019, 0.020, -0.008], [-0.008, -0.011, 0.016], [0.009, -0.023, -0.006], [0.004, -0.007, -0.001], [0.006, -0.009, 0.014], [-0.006, -0.001, 0.002], [-0.021, 0.035, 0.002], [0.004, -0.004, 0.004], [0.000, 0.004, 0.003], [0.001, 0.002, 0.004], [-0.004, 0.000, -0.004], [0.010, -0.006, 0.002], [0.000, -0.002, 0.003], [-0.006, 0.003, 0.006], [0.007, -0.001, -0.007], [0.002, -0.002, 0.004], [0.026, 0.043, 0.043], [-0.020, -0.001, -0.029], [0.005, 0.001, 0.003], [0.006, 0.001, 0.006], [-0.004, -0.005, -0.004], [0.004, 0.009, -0.008], [-0.001, 0.008, 0.006], [0.003, -0.002, -0.013], [0.001, -0.002, -0.003], [0.005, -0.005, 0.000], [0.003, 0.001, 0.003]], "lowdin_spin": [1.04, 0.00, 0.00, 0.01, 0.00, 0.00, 0.00, 0.00, 0.00, 0.00, 0.00, 0.00, 0.00, 0.00, 0.00, 0.00, 0.00, 0.00, 0.00, 0.00, 0.00, 0.00, 0.00, 0.00, 0.00, 0.00, 0.00, 0.00, 0.00, 0.01, 0.02, 0.00, 0.00, 0.00, 0.00, 0.00, 0.00, 0.00, 0.00, 0.00, 0.00, 0.00, 0.00, 0.00, -0.07, 0.00, 0.00, 0.00, 0.00, 0.00, 0.00, 0.00, 0.00, 0.00, 0.00, 0.00, 0.00, 0.00, 0.00, 0.00, 0.00, 0.00, 0.00, 0.00, 0.00, 0.00, 0.00, 0.00, 0.00, 0.00, 0.00, 0.00, 0.00, 0.00, 0.00, 0.00, 0.00, 0.00, 0.00, 0.00, 0.00, 0.00, 0.00, 0.00, 0.00]}

=====

[2]
{"formula": "C39H38N7O8PSY", "method": "ωB97M-V/def2-TZVPD", "e_homo_ev": -4.52, "multiplicity": 1, "energy_ev": -89039.8919, "homo_lumo_gap_ev": 6.285, "de_lowest_kcal_mol": 43.63, "total_charge": -1, "lumo_ev": 1.764, "elements": ["Y", "C", "O", "C", "C", "C", "C", "C", "C", "N", "N", "C", "C", "O", "C", "C", "C", "C", "C", "C", "C", "C", "H", "H", "H", "H", "H", "H", "H", "H", "H", "H", "H", "H", "H", "N", "N", "C", "N", "N", "N", "O", "O", "H", "H", "H", "H", "H", "C", "C", "C", "C", "C", "C", "C", "P", "C", "C", "C", "C", "C", "C", "C", "C", "C", "C", "C", "C", "C", "C", "H", "H", "H", "H", "H", "H", "H", "H", "H", "H", "H", "H", "H", "H", "H", "H", "H", "H", "H", "H", "O", "S", "O", "O", "O"], "xyz": [[-1.99974, -0.56788, 1.91835], [-0.69333, 2.02478, 3.92997], [-0.24254, 1.07354, 2.93037], [1.05627, 0.63136, 2.97288], [2.08322, 1.40550, 3.50384], [3.39977, 0.98152, 3.43853], [3.70635, -0.22250, 2.82446], [2.68141, -0.99819, 2.30858], [1.35226, -0.60085, 2.39139], [0.26726, -1.43755, 1.90893], [0.64676, -2.63301, 1.80237], [-0.12066, -3.68250, 1.39454], [-1.52867, -3.67932, 1.22031], [-2.26980, -2.70080, 1.50974], [-2.14933, -4.86322, 0.66738], [-1.43630, -5.96096, 0.36812], [-0.02140, -6.03850, 0.61942], [0.69239, -7.22100, 0.35429], [2.03741, -7.30823, 0.60655], [2.69963, -6.19037, 1.14277], [2.02018, -5.02427, 1.40667], [0.63347, -4.91172, 1.15051], [0.11900, 2.30856, 4.58422], [-1.48107, 1.57862, 4.52103], [-1.06725, 2.89678, 3.39512], [1.86886, 2.36264, 3.95206], [4.18058, 1.60814, 3.85288], [4.73456, -0.55357, 2.73745], [2.89865, -1.93832, 1.82263], [-3.21845, -4.80839, 0.49420], [-1.92900, -6.82607, -0.06629], [0.15407, -8.07129, -0.05304], [2.57757, -8.22622, 0.40903], [3.76103, -6.24746, 1.35657], [2.53696, -4.17744, 1.83790], [0.10439, -2.11807, -1.24995], [-0.62304, -2.49972, -2.37738], [-1.97791, -2.49470, -2.34344], [-2.59727, -2.79684, -3.50642], [-2.51659, -2.12108, -1.20701], [-3.86731, -2.25373, -1.07310], [-4.56193, -3.01421, -1.77515], [-4.30648, -1.64899, -0.12815], [0.35944, -1.13817, -1.30612], [0.92071, -2.70109, -1.15263], [-0.18882, -2.42134, -3.28283], [-2.05620, -3.22001, -4.23925], [-3.56295, -3.07270, -3.40188], [1.81944, 4.01866, -3.01331], [2.23595, 4.35352, -1.60004], [3.15176, 5.39078, -1.40822], [3.52351, 5.81962, -0.14356], [2.96136, 5.21716, 0.97351], [2.07270, 4.16974, 0.79603], [1.70643, 3.70792, -0.47417], [0.54351, 2.27742, -0.39681], [0.84835, 1.38508, -1.98948], [2.11207, 0.77409, -2.00016], [2.54602, -0.00453, -3.06272], [1.69196, -0.21749, -4.13824], [0.42995, 0.35869, -4.12864], [-0.01728, 1.16357, -3.07579], [-1.39851, 1.76625, -3.17494], [-1.07331, 3.09595, -0.42901], [-1.20828, 4.47814, -0.60009], [-2.43410, 5.10894, -0.48050], [-3.54879, 4.33279, -0.15493], [-3.43364, 2.96861, 0.00867], [-2.20475, 2.28850, -0.14416], [-2.16681, 0.82888, -0.07413], [2.07880, 4.84280, -3.67808], [0.74268, 3.85446, -3.07932], [2.30679, 3.11519, -3.38707], [3.56380, 5.88581, -2.28166], [4.23645, 6.62821, -0.03351], [3.21807, 5.55229, 1.97193], [1.63580, 3.68710, 1.66285], [2.76584, 0.91633, -1.14186], [3.53294, -0.45332, -3.04264], [2.00851, -0.82039, -4.98281], [-0.23297, 0.20349, -4.97461], [-1.81086, 1.59616, -4.17148], [-1.38842, 2.83773, -2.98048], [-2.07885, 1.32992, -2.43805], [-0.32964, 5.07436, -0.82519], [-2.52160, 6.17886, -0.62680], [-4.51888, 4.80475, -0.03356], [-4.30857, 2.38130, 0.27003], [-1.36242, 0.41809, -0.69773], [-3.12335, 0.40554, -0.40022], [-4.18496, -1.46909, 4.48407], [-3.16996, -0.45674, 4.35836], [-1.82515, -1.08343, 4.01011], [-3.43043, 0.36898, 3.07382], [-3.03732, 0.43819, 5.48415]], "forces_ev_per_angstrom": [[1.186, -0.437, -2.222], [0.028, 0.079, -0.396], [0.093, -0.339, 0.131], [-0.288, 0.452, -0.071], [0.096, 0.034, -0.052], [-0.011, -0.024, -0.016], [-0.016, -0.027, -0.058], [0.123, -0.011, -0.084], [-0.270, -0.324, -0.165], [0.454, 0.196, 0.413], [0.231, -0.615, -0.190], [0.339, -0.158, 0.093], [-0.001, 0.061, -0.049], [0.120, -0.166, 0.068], [-0.103, 0.078, 0.009], [0.167, -0.177, -0.034], [-0.200, -0.050, -0.054], [-0.032, -0.002, -0.030], [0.073, 0.096, 0.065], [-0.037, -0.029, -0.035], [-0.078, 0.014, 0.005], [-0.015, 0.305, 0.058], [0.038, 0.021, 0.088], [-0.171, -0.179, 0.039], [0.016, 0.018, -0.011], [0.002, 0.027, -0.028], [-0.018, -0.025, -0.024], [-0.053, 0.002, 0.018], [-0.010, -0.007, 0.034], [0.042, 0.005, 0.038], [0.034, 0.007, 0.037], [0.007, 0.037, 0.019], [-0.001, 0.041, -0.003], [-0.031, 0.001, 0.009], [-0.022, -0.051, -0.030], [-0.231, 0.275, -0.143], [0.100, -0.188, -0.002], [0.423, 0.049, -0.001], [-0.074, 0.034, 0.042], [-0.235, -0.163, -0.542], [0.074, -0.474, 0.365], [0.372, 0.403, 0.004], [-0.704, 0.292, 0.181], [0.121, 0.047, -0.030], [0.050, -0.110, 0.015], [0.074, 0.136, -0.113], [0.042, -0.056, 0.039], [-0.071, 0.007, -0.004], [0.026, 0.047, 0.072], [-0.049, 0.023, -0.145], [-0.023, -0.015, -0.004], [-0.043, -0.035, -0.003], [-0.005, 0.004, -0.065], [0.024, -0.063, -0.044], [0.070, -0.032, 0.111], [0.019, 0.005, 0.034], [0.085, -0.171, 0.060], [-0.039, -0.028, -0.041], [-0.033, 0.006, 0.064], [0.002, 0.017, 0.020], [0.027, 0.013, 0.023], [-0.171, 0.051, 0.018], [0.064, -0.051, -0.136], [-0.129, 0.001, 0.025], [0.038, 0.007, 0.057], [0.000, -0.106, 0.002], [-0.004, 0.008, -0.010], [0.005, 0.008, 0.079], [-0.162, -0.105, -0.097], [0.302, 0.993, -0.484], [0.004, 0.012, -0.013], [0.032, 0.024, 0.029], [-0.007, 0.039, 0.026], [-0.004, -0.014, 0.022], [-0.023, -0.009, -0.002], [-0.013, -0.020, -0.045], [0.045, -0.062, 0.021], [-0.049, -0.004, -0.056], [-0.042, 0.036, -0.003], [-0.008, 0.023, 0.036], [0.007, 0.000, 0.034], [0.040, -0.004, 0.019], [0.023, 0.018, -0.047], [0.101, 0.015, -0.138], [-0.038, -0.032, 0.012], [0.013, -0.035, 0.025], [0.043, -0.034, 0.004], [0.023, 0.022, -0.044], [-0.120, -0.148, 0.094], [0.120, -0.020, 0.081], [-0.106, -0.108, 0.011], [-0.490, 0.064, 1.023], [-0.210, -0.053, 0.890], [-1.043, 0.449, 1.015], [0.066, 0.156, 0.086]], "mulliken_charge": [0.90, -0.88, 0.78, 1.18, -1.07, -0.82, -1.06, -0.44, -0.05, 1.35, -0.82, -0.40, 0.52, -0.37, -0.84, -1.04, 0.96, -0.83, -0.55, -0.72, -0.52, 1.08, 0.50, 0.15, 0.20, 0.20, 0.38, 0.39, 0.39, 0.51, 0.35, 0.38, 0.38, 0.40, 0.38, 0.11, -0.37, 0.35, -0.43, 0.33, 0.69, -0.82, -0.54, -0.33, 0.37, 0.22, 0.21, 0.25, -1.31, 1.45, -0.75, -0.71, -0.74, -0.73, -0.60, 2.17, 0.19, -1.17, -0.83, -0.77, -1.08, 2.11, -1.32, 0.75, -0.80, -0.76, -0.88, -0.78, 1.30, -1.98, 0.52, 0.03, 0.24, 0.40, 0.37, 0.44, 0.29, 0.38, 0.44, 0.39, 0.37, 0.58, 0.19, 0.07, 0.29, 0.41, 0.34, 0.47, -0.44, 0.94, -0.67, 1.03, -0.47, -0.58, -0.77]}